Density functional theory data (the ωB97M-V functional and the def2-TZVPD basis) for the ion C8H15N4 with charge +1 in a non-equilibrium geometry.

Geometry as XYZ:
```
27
Properties=species:S:1:pos:R:3
N -1.939 -1.875 -0.967
N 2.691 0.712 -0.145
N -2.255 0.272 -0.028
N 0.627 -0.114 0.580
C -1.324 1.226 0.145
C 0.016 1.043 0.348
C 1.919 -0.320 0.344
C -2.375 -1.181 0.185
C -0.782 -1.712 -1.490
C 2.388 -1.727 0.518
C 3.786 1.239 0.137
C -1.916 2.595 -0.009
H -0.513 -2.003 -2.501
H -3.404 -1.443 0.372
H 2.647 -1.922 1.655
H 1.648 -2.397 0.188
H -2.653 -2.552 -1.264
H -3.136 0.644 -0.403
H -2.971 2.612 0.439
H -2.066 2.744 -1.020
H -1.819 -1.437 1.054
H 4.363 0.980 0.968
H -1.204 3.381 0.371
H 3.383 -1.823 -0.080
H -0.033 -0.895 0.600
H 4.313 1.924 -0.537
H 0.608 2.030 0.542
```

Relative energy (zero: lowest compared OMol25 entry of this formula, charge and spin) (kcal/mol): 88.90
Multiplicity: 1
Orbital gap (eV): 7.3
Total charge: +1